The following is a DFT calculation (ωB97M-V/def2-TZVPD) of a cluster of 2 separate species, C5H10N2 in total at a distorted geometry.

Lowest unoccupied orbital energy (alpha / beta) in eV: 0.2 / 0.2
HOMO level (alpha / beta) in eV: -7.6 / -7.6
Energy above the lowest of the compared OMol25 structures with the same formula, charge and spin in kJ/mol: 530.6
Energy in hartree: -305.8217

Atoms and positions in Å:
C (-0.43, 1.43, 1.59)
C (1.63, 0.51, -0.31)
N (-0.06, 0.16, 0.97)
C (-0.87, -0.34, -0.12)
C (-0.01, -0.74, -1.18)
C (0.07, -1.91, -1.80)
N (-2.14, -0.24, -0.01)
H (0.07, -0.58, 1.66)
H (-2.60, -0.67, -0.81)
H (-1.44, 1.39, 1.99)
H (-0.39, 2.21, 0.83)
H (0.28, 1.66, 2.39)
H (2.25, -0.18, -0.85)
H (1.34, 1.39, -0.87)
H (2.08, 0.75, 0.65)
H (0.80, -2.10, -2.58)
H (-0.58, -2.75, -1.55)

---

The following is a DFT calculation (ωB97M-V/def2-TZVPD) of an isolated molecule of C5H10N2 at a distorted geometry.

Lowest unoccupied orbital energy in eV: -2.1
HOMO level in eV: -7.3
Energy above the lowest of the compared OMol25 structures with the same formula, charge and spin in kJ/mol: 536.2
Energy in hartree: -305.8196

Atoms and positions in Å:
C (1.32, 0.37, 1.03)
C (0.69, 0.29, -0.46)
C (-0.62, -0.30, -0.44)
C (-1.70, 0.59, 0.11)
C (-0.86, -1.63, -0.91)
N (0.01, -2.48, -1.32)
N (0.83, 1.50, 1.71)
H (1.06, -0.54, 1.53)
H (2.41, 0.50, 1.01)
H (1.32, -0.24, -1.18)
H (0.68, 1.35, -0.71)
H (-1.13, 1.23, 0.83)
H (-2.60, 0.13, 0.50)
H (-1.89, -1.95, -1.04)
H (0.85, -2.29, -1.85)
H (-1.95, 1.30, -0.69)
H (1.58, 2.17, 1.87)

---

The following is a DFT calculation (ωB97M-V/def2-TZVPD) of an isolated molecule of C5H10N2 at a distorted geometry.

Lowest unoccupied orbital energy in eV: 1.2
HOMO level in eV: -9.0
Energy above the lowest of the compared OMol25 structures with the same formula, charge and spin in kJ/mol: 313.5
Structure (SMILES): C[C@H]1N[C@H]1[C@H]1CN1
Energy in hartree: -305.9045

Atoms and positions in Å:
C (-1.98, -0.26, 0.18)
C (-1.09, -0.25, -1.05)
N (-0.22, 0.88, -1.41)
C (0.37, -0.31, -0.86)
C (0.98, -0.51, 0.49)
C (2.20, 0.21, 0.88)
N (0.91, 0.53, 1.50)
H (-3.01, 0.01, -0.04)
H (-1.62, 0.37, 1.00)
H (-1.98, -1.30, 0.55)
H (-1.51, -0.66, -1.95)
H (-0.84, 1.63, -1.25)
H (0.88, -0.85, -1.66)
H (0.82, -1.53, 0.86)
H (2.93, -0.26, 1.54)
H (2.62, 0.92, 0.17)
H (0.54, 1.36, 1.04)

---

The following is a DFT calculation (ωB97M-V/def2-TZVPD) of an isolated molecule of C5H10N2 at a distorted geometry.

Lowest unoccupied orbital energy in eV: 1.1
HOMO level in eV: -7.8
Energy above the lowest of the compared OMol25 structures with the same formula, charge and spin in kJ/mol: 478.6
Structure (SMILES): CNN[C@@H]1C=C1C
Energy in hartree: -305.8416

Atoms and positions in Å:
C (1.36, -1.04, 1.13)
C (1.82, -0.20, 0.25)
C (0.31, -0.66, 0.20)
C (2.85, 0.49, -0.49)
C (-2.75, 0.35, -0.66)
N (-0.61, 0.43, 0.35)
N (-2.04, 0.03, 0.51)
H (1.35, -1.64, 2.10)
H (-0.02, -1.35, -0.58)
H (2.36, 1.48, -0.47)
H (2.91, 0.06, -1.49)
H (3.75, 0.52, 0.12)
H (-2.80, 1.57, -0.74)
H (-2.44, -0.08, -1.75)
H (-3.74, -0.06, -0.40)
H (-0.36, 1.10, 1.16)
H (-1.97, -1.00, 0.78)

---

The following is a DFT calculation (ωB97M-V/def2-TZVPD) of an isolated molecule of C5H10N2 at a distorted geometry.

Lowest unoccupied orbital energy in eV: 1.1
HOMO level in eV: -7.0
Energy above the lowest of the compared OMol25 structures with the same formula, charge and spin in kJ/mol: 254.6
Structure (SMILES): C=NC/C=C\NC
Energy in hartree: -305.9269

Atoms and positions in Å:
C (-0.25, 1.45, 0.08)
C (0.95, 0.81, -0.08)
C (-1.61, 0.90, 0.25)
C (2.64, -0.85, 0.09)
C (-2.52, -1.11, -0.28)
N (1.28, -0.43, 0.22)
N (-1.60, -0.51, 0.30)
H (-0.18, 2.45, -0.39)
H (1.82, 1.37, -0.54)
H (-2.12, 1.41, 1.07)
H (-2.07, 1.26, -0.72)
H (2.78, -1.85, -0.52)
H (3.14, -0.06, -0.48)
H (3.15, -0.89, 1.06)
H (-2.59, -2.16, -0.29)
H (-3.42, -0.71, -0.57)
H (0.59, -1.08, 0.79)

---

The following is a DFT calculation (ωB97M-V/def2-TZVPD) of an isolated molecule of C5H10N2 at a distorted geometry.

Lowest unoccupied orbital energy in eV: 1.1
HOMO level in eV: -8.4
Energy above the lowest of the compared OMol25 structures with the same formula, charge and spin in kJ/mol: 435.2
Structure (SMILES): C[C@]12C[C@H]1CN2N
Energy in hartree: -305.8581

Atoms and positions in Å:
C (-0.39, -0.92, -1.11)
C (1.31, -0.78, 0.74)
C (-0.08, -1.29, 0.31)
C (-0.42, 0.10, -0.01)
C (-2.02, 0.86, 0.41)
N (0.84, 0.62, 0.38)
N (1.51, 1.48, -0.51)
H (0.26, -0.83, -1.97)
H (-1.28, -1.28, -1.56)
H (1.55, -0.92, 1.76)
H (2.16, -1.07, 0.24)
H (-0.50, -2.04, 1.02)
H (-2.29, 1.74, -0.31)
H (-1.94, 1.29, 1.51)
H (-2.80, -0.02, 0.38)
H (1.86, 1.08, -1.30)
H (2.23, 1.98, 0.03)

---

The following is a DFT calculation (ωB97M-V/def2-TZVPD) of an isolated molecule of C5H10N2.

Lowest unoccupied orbital energy in eV: 0.9
HOMO level in eV: -8.5
Energy above the lowest of the compared OMol25 structures with the same formula, charge and spin in kJ/mol: 309.3
Energy in hartree: -305.9060

Atoms and positions in Å:
C (1.92, -0.20, 0.32)
C (0.64, 0.24, -0.39)
N (0.08, -0.90, -1.15)
C (-0.84, -0.89, -2.08)
C (-0.34, 0.78, 0.64)
C (-1.81, 0.60, 0.59)
N (-1.00, -0.10, 1.59)
H (2.68, -0.53, -0.39)
H (1.70, -1.03, 1.01)
H (2.32, 0.62, 0.92)
H (0.86, 1.03, -1.11)
H (0.47, -1.80, -0.89)
H (-1.11, 0.18, -2.23)
H (0.02, 1.70, 1.10)
H (-2.46, 1.38, 0.99)
H (-2.24, 0.01, -0.22)
H (-0.89, -1.07, 1.30)

---

The following is a DFT calculation (ωB97M-V/def2-TZVPD) of a structure of composition C5H10N2 at a distorted geometry.

Lowest unoccupied orbital energy in eV: -11.1
HOMO level in eV: -20.9
Energy above the lowest of the compared OMol25 structures with the same formula, charge and spin in kJ/mol: 201.9
Total charge: +2
Energy in hartree: -305.2316

Atoms and positions in Å:
C (-0.44, 0.82, -0.73)
C (-0.55, -1.16, 0.46)
C (1.29, -0.08, -0.50)
C (2.55, 0.62, 0.19)
C (-2.65, 0.20, 0.03)
N (0.73, -1.14, 0.22)
N (-1.24, 0.04, -0.08)
H (-0.68, 1.79, -1.18)
H (-1.03, -2.01, 0.99)
H (1.34, -0.35, -1.56)
H (2.64, 0.25, 1.28)
H (2.42, 1.76, 0.05)
H (3.48, 0.32, -0.34)
H (-3.26, -0.55, 0.59)
H (-3.05, 0.21, -0.92)
H (-2.86, 1.07, 0.65)
H (1.31, -1.77, 0.84)

---

The following is a DFT calculation (ωB97M-V/def2-TZVPD) of an isolated molecule of C5H10N2O at a distorted geometry.

Lowest unoccupied orbital energy in eV: 0.8
HOMO level in eV: -7.3
Energy above the lowest of the compared OMol25 structures with the same formula, charge and spin in kJ/mol: 323.7
Structure (SMILES): C/C=C(O)\C(N)=C/N
Energy in hartree: -381.1621

Atoms and positions in Å:
C (-1.02, 0.21, 1.94)
C (0.34, -1.07, 0.15)
C (0.85, 0.02, -0.54)
N (2.22, 0.17, -0.85)
N (-1.35, 0.89, -1.51)
C (-0.16, 0.98, -0.74)
C (-0.87, -0.75, 0.79)
O (0.83, -2.34, 0.09)
H (1.52, -2.37, -0.59)
H (2.85, 0.16, -0.06)
H (2.43, 0.93, -1.48)
H (-1.31, 1.42, -2.37)
H (-1.63, -0.07, -1.68)
H (0.15, 2.03, -0.69)
H (-1.62, -1.55, 0.81)
H (-1.00, -0.33, 2.89)
H (-1.99, 0.72, 1.90)
H (-0.23, 0.96, 1.95)

---

The following is a DFT calculation (ωB97M-V/def2-TZVPD) of an isolated molecule of C5H10N2O.

Lowest unoccupied orbital energy in eV: 0.7
HOMO level in eV: -7.1
Energy above the lowest of the compared OMol25 structures with the same formula, charge and spin in kJ/mol: 315.6
Structure (SMILES): [H]/N=C(/C=C(/C)O)NC
Energy in hartree: -381.1652

Atoms and positions in Å:
C (0.04, 1.69, -1.23)
C (-1.64, -1.16, 1.19)
N (0.16, 0.85, -0.03)
C (1.44, 0.07, 0.20)
C (-0.52, -1.03, 0.20)
C (0.87, -1.18, 0.52)
O (-0.97, -1.28, -1.06)
N (2.63, 0.53, 0.12)
H (-0.19, -1.47, -1.60)
H (-0.07, 1.37, 0.81)
H (2.65, 1.54, -0.01)
H (1.28, -1.94, 1.17)
H (0.15, 1.05, -2.10)
H (0.82, 2.46, -1.27)
H (-0.94, 2.16, -1.25)
H (-1.65, -2.20, 1.53)
H (-1.46, -0.53, 2.06)
H (-2.61, -0.94, 0.74)

---

The following is a DFT calculation (ωB97M-V/def2-TZVPD) of a structure of composition C5H10N2O at a distorted geometry.

Lowest unoccupied orbital energy in eV: -0.6
HOMO level in eV: -8.2
Energy above the lowest of the compared OMol25 structures with the same formula, charge and spin in kJ/mol: 1326.9
Energy in hartree: -380.7800

Atoms and positions in Å:
C (2.46, -0.66, 0.25)
C (0.17, -0.80, -0.32)
C (-0.28, 0.61, -0.29)
C (-1.37, 0.86, 0.73)
C (0.51, 1.60, -0.93)
H (2.54, -0.65, 1.69)
H (1.97, 0.61, -0.12)
H (3.69, -1.27, -0.24)
H (-0.91, -2.50, -0.77)
H (-2.77, -0.32, 0.68)
H (-2.44, 0.32, 0.58)
H (-0.99, 0.58, 1.81)
H (-1.85, 1.96, 0.77)
H (0.36, 2.74, -1.25)
H (1.26, 1.15, -1.56)
N (1.32, -1.51, -0.18)
N (-1.06, -1.62, -0.32)
O (-2.59, -1.10, -0.52)

---

The following is a DFT calculation (ωB97M-V/def2-TZVPD) of an isolated molecule of C5H10N2O at a distorted geometry.

Lowest unoccupied orbital energy in eV: 0.8
HOMO level in eV: -9.4
Energy above the lowest of the compared OMol25 structures with the same formula, charge and spin in kJ/mol: 216.2
Structure (SMILES): [H]/N=C(C)\N=C(\C)OC
Energy in hartree: -381.2031

Atoms and positions in Å:
C (2.10, -0.16, -0.05)
C (0.38, 2.12, -0.94)
C (-1.57, -1.93, -0.08)
C (-0.19, 0.98, -0.18)
C (-1.31, -0.79, 0.85)
O (0.79, 0.01, 0.45)
N (-1.34, 0.61, 0.02)
N (-1.56, -0.83, 2.07)
H (-1.32, 0.00, 2.61)
H (2.68, 0.75, 0.11)
H (2.12, -0.41, -1.12)
H (2.57, -0.96, 0.52)
H (-0.44, 2.72, -1.32)
H (1.01, 2.72, -0.28)
H (1.00, 1.77, -1.76)
H (-0.79, -1.99, -0.84)
H (-1.62, -2.85, 0.50)
H (-2.52, -1.78, -0.57)

---

The following is a DFT calculation (ωB97M-V/def2-TZVPD) of a structure of composition C5H10N2O at a distorted geometry.

Lowest unoccupied orbital energy (alpha / beta) in eV: -0.8 / -0.8
HOMO level (alpha / beta) in eV: -8.5 / -8.5
Energy above the lowest of the compared OMol25 structures with the same formula, charge and spin in kJ/mol: 449.6
Energy in hartree: -381.1142

Atoms and positions in Å:
C (1.12, 0.86, -0.12)
C (-0.94, 0.56, 1.62)
C (2.17, 0.15, -0.94)
C (-1.17, -0.42, -0.68)
C (-0.29, -0.38, 0.61)
N (-2.24, -1.24, -0.80)
N (-0.55, 0.38, -1.39)
O (0.26, -1.45, 0.90)
H (-2.22, -2.04, -0.17)
H (-2.54, -1.45, -1.74)
H (1.44, 0.92, 0.93)
H (0.91, 1.88, -0.43)
H (-1.78, 0.03, 2.08)
H (-0.21, 0.79, 2.39)
H (-1.30, 1.48, 1.17)
H (3.15, 0.61, -0.77)
H (1.95, 0.21, -2.01)
H (2.23, -0.89, -0.64)